Entry 1:
The following is a DFT calculation (ωB97M-V/def2-TZVPD) of a gas-phase ion, C8H16N2O2 (charge +2) at a distorted geometry.

The calculation puts the largest force on an atom at 4.961 eV/A. The energy comes out at -573.71038 a.u. Its structure (SMILES) is C[NH2+][C@@H](O)C(/C=C/OC)=C/C=[NH2+]. Its charge is +2. The energy above the lowest of the compared OMol25 structures with the same formula, charge and spin is 0.383 eV.

Structure (XYZ):
```
28
Properties=species:S:1:pos:R:3:nbo_charge:R:1
C -2.691 -1.184 -0.774 -0.436
N -1.865 -2.007 0.192 -0.517
C -1.189 -1.230 1.278 0.203
O -0.810 -2.128 2.247 -0.700
C 0.010 -0.477 0.798 0.128
C -0.161 0.813 0.136 -0.459
C 0.570 1.093 -0.955 0.301
O 0.445 2.174 -1.637 -0.418
C 1.142 2.290 -2.910 -0.288
C 1.352 -0.769 1.166 -0.350
C 2.368 0.141 1.395 0.201
N 2.402 1.443 1.354 -0.669
H -2.442 -1.556 -1.761 0.253
H -3.762 -1.312 -0.646 0.260
H -2.446 -0.136 -0.693 0.240
H -2.646 -2.518 0.632 0.457
H -1.272 -2.762 -0.129 0.458
H -1.801 -0.391 1.572 0.225
H -1.392 -2.290 3.034 0.537
H -1.009 1.526 0.327 0.265
H 1.326 0.364 -1.186 0.189
H 1.958 3.056 -2.643 0.222
H 0.479 2.667 -3.746 0.252
H 1.768 1.482 -3.198 0.209
H 1.560 -1.835 1.487 0.278
H 3.407 -0.358 1.814 0.272
H 3.161 2.015 1.826 0.466
H 1.540 1.887 1.020 0.423
```

***

Entry 2:
The following is a DFT calculation (ωB97M-V/def2-TZVPD) of a single C8H16N2O3 molecule at a distorted geometry.

The calculation puts the largest force on an atom at 1.707 eV/A. The energy comes out at -649.69966 a.u. Its structure (SMILES) is CC[C@H](C)[C@H](N)C(=O)NCC(=O)O. The energy above the lowest of the compared OMol25 structures with the same formula, charge and spin is 0.524 eV.

Structure (XYZ):
```
29
Properties=species:S:1:pos:R:3:nbo_charge:R:1
C 2.281 2.572 0.058 -0.605
C 1.730 1.223 -0.484 -0.416
C 2.169 0.021 0.361 -0.213
C 3.677 -0.304 0.148 -0.618
C 1.215 -1.276 0.209 -0.138
N 1.296 -1.899 -1.132 -0.849
C -0.185 -0.847 0.589 0.673
O -0.345 -0.130 1.570 -0.641
N -1.210 -1.325 -0.185 -0.626
C -2.559 -0.984 0.170 -0.334
C -2.991 0.457 -0.168 0.786
O -4.012 0.929 0.256 -0.599
O -2.188 1.117 -0.981 -0.675
H 3.364 2.560 0.152 0.203
H 1.754 2.799 0.970 0.214
H 2.069 3.443 -0.630 0.208
H 0.622 1.299 -0.606 0.222
H 2.130 1.043 -1.494 0.180
H 2.011 0.312 1.412 0.229
H 3.834 -0.506 -0.921 0.194
H 4.271 0.571 0.471 0.219
H 3.980 -1.202 0.690 0.210
H 1.507 -1.982 1.008 0.219
H 2.021 -2.596 -1.060 0.369
H 1.608 -1.137 -1.749 0.363
H -0.975 -1.815 -1.067 0.436
H -3.284 -1.678 -0.253 0.234
H -2.668 -1.069 1.240 0.250
H -2.499 2.035 -1.003 0.501
```

***

Entry 3:
The following is a DFT calculation (ωB97M-V/def2-TZVPD) of a single C8H16N2O4 molecule at a distorted geometry.

The calculation puts the largest force on an atom at 3.421 eV/A. The energy comes out at -724.80474 a.u. Its structure (SMILES) is O=C(CCCCCCC(=O)NO)NO. The energy above the lowest of the compared OMol25 structures with the same formula, charge and spin is 3.838 eV.

Structure (XYZ):
```
30
Properties=species:S:1:pos:R:3:nbo_charge:R:1
O -0.179 -1.325 -1.650 -0.691
C -0.428 -1.605 -0.472 0.680
C -1.810 -1.358 0.077 -0.519
C -2.471 -0.116 -0.557 -0.408
C -2.214 1.157 0.363 -0.387
C -0.649 1.295 0.772 -0.425
C 0.233 1.571 -0.460 -0.405
C 1.735 1.666 -0.032 -0.507
C 2.182 0.355 0.489 0.690
O 2.100 0.019 1.681 -0.666
N 2.630 -0.604 -0.396 -0.378
O 2.438 -0.395 -1.745 -0.567
N 0.454 -2.272 0.283 -0.320
O 0.421 -2.196 1.687 -0.564
H -2.344 -2.295 -0.210 0.249
H -1.700 -1.261 1.178 0.240
H -2.022 0.047 -1.510 0.222
H -3.545 -0.347 -0.835 0.214
H -2.844 1.103 1.250 0.205
H -2.534 2.015 -0.247 0.205
H -0.692 2.180 1.402 0.212
H -0.205 0.529 1.405 0.210
H 0.052 0.824 -1.317 0.238
H -0.096 2.534 -0.841 0.212
H 2.270 1.878 -0.861 0.233
H 1.891 2.379 0.738 0.235
H 3.475 -1.184 -0.119 0.399
H 1.577 -0.769 -1.944 0.504
H 1.381 -2.431 -0.138 0.388
H 0.896 -1.396 2.008 0.503
```

***

Entry 4:
The following is a DFT calculation (ωB97M-V/def2-TZVPD) of a single C8H16N2O4 molecule at a distorted geometry.

The calculation puts the largest force on an atom at 4.260 eV/A. The energy comes out at -724.88501 a.u. Its structure (SMILES) is CC(C)[C@H](N)C(=O)N[C@@H](CO)C(=O)O. The energy above the lowest of the compared OMol25 structures with the same formula, charge and spin is 1.654 eV.

Structure (XYZ):
```
30
Properties=species:S:1:pos:R:3:nbo_charge:R:1
C 2.281 1.292 1.099 -0.627
C 2.257 -0.260 0.706 -0.212
C 3.452 -0.639 -0.158 -0.620
C 0.875 -0.603 0.124 -0.138
N 0.941 -1.794 -0.738 -0.800
C 0.272 0.520 -0.806 0.677
O 0.821 1.379 -1.428 -0.593
N -1.057 0.417 -0.921 -0.675
C -2.059 0.115 0.146 -0.205
C -3.188 1.139 0.004 -0.054
O -2.819 2.529 0.157 -0.704
C -2.403 -1.291 -0.004 0.784
O -2.337 -1.963 -0.970 -0.560
O -2.897 -1.766 1.193 -0.698
H 1.370 1.656 1.609 0.200
H 3.162 1.522 1.741 0.210
H 2.322 1.820 0.134 0.237
H 2.345 -0.843 1.634 0.199
H 3.585 -1.726 -0.202 0.224
H 3.349 -0.283 -1.180 0.206
H 4.389 -0.152 0.237 0.214
H 0.187 -0.623 0.960 0.194
H 1.329 -1.404 -1.611 0.356
H -0.024 -2.011 -0.970 0.369
H -1.405 0.510 -1.907 0.409
H -1.516 0.369 1.123 0.255
H -3.630 1.041 -1.070 0.162
H -4.053 0.946 0.648 0.208
H -2.208 2.732 -0.600 0.480
H -3.342 -2.629 1.050 0.500
```